1.
# C7H13O3Si

A gas-phase ion, C7H13O3Si (charge -1) in a non-equilibrium geometry (ωB97M-V/def2-TZVPD, the OMol25 dataset).

Calculated values
Total charge: -1
2S+1: 1
F_max (eV/A): 4.34

Element x y z (Å)
C: -0.225 0.927 -1.856
C: 2.365 1.513 -1.244
C: 1.494 2.424 -0.456
C: 0.901 1.164 -0.884
C: -1.789 0.262 1.222
C: 0.394 -1.579 1.851
C: -1.244 -2.439 -0.365
O: -0.414 1.674 -2.855
O: -1.073 0.059 -1.503
O: 0.831 0.216 0.110
Si: -0.488 -0.761 0.296
H: 2.663 1.833 -2.191
H: 3.084 0.880 -0.660
H: 1.633 2.672 0.530
H: 1.035 3.309 -0.932
H: -2.604 0.486 0.443
H: -2.430 -0.281 1.908
H: -1.560 1.130 1.731
H: 0.882 -2.473 1.550
H: 0.970 -0.727 2.209
H: -0.210 -1.854 2.628
H: -0.519 -2.984 -0.924
H: -1.656 -2.985 0.472
H: -2.040 -2.464 -1.079

---

2.
# C7H14

2 unconnected molecules or ions with the total composition C7H14 in a non-equilibrium geometry (ωB97M-V/def2-TZVPD, the OMol25 dataset).

Calculated values
Total charge: 0
SMILES: CCCCC.C#C
2S+1: 1
F_max (eV/A): 6.97

Element x y z (Å)
C: -1.808 0.752 2.080
C: -0.832 -0.313 1.378
C: -1.182 -0.375 -0.101
C: -0.298 -1.358 -0.670
C: -0.370 -1.452 -2.240
H: -1.577 1.713 1.752
H: -2.762 0.021 1.809
H: -1.816 0.564 3.274
H: -1.183 -1.169 1.868
H: 0.252 -0.301 1.790
H: -2.234 -0.430 -0.608
H: -0.849 0.597 -0.500
H: -0.624 -2.332 -0.399
H: 0.738 -1.450 -0.255
H: 0.167 -0.705 -2.667
H: 0.377 -2.215 -2.550
H: -1.361 -1.614 -2.769
C: 3.624 2.882 0.202
C: 3.815 2.149 -0.838
H: 3.806 2.876 1.429
H: 4.117 2.159 -1.986

---

3.
# C7H14

A single C7H14 molecule in a non-equilibrium geometry (ωB97M-V/def2-TZVPD, the OMol25 dataset).

Calculated values
Total charge: 0
SMILES: C=C(CC)CCC
2S+1: 1
F_max (eV/A): 6.34

Element x y z (Å)
C: 0.750 1.051 0.304
C: 0.033 0.267 -0.499
C: -0.894 0.915 -1.561
C: -0.371 2.351 -2.040
C: -0.231 -1.263 -0.145
C: 0.612 -1.831 0.844
C: 0.215 -1.655 2.556
H: 1.500 0.672 1.013
H: 0.591 2.236 0.358
H: -0.840 0.291 -2.464
H: -1.917 0.909 -1.163
H: -1.129 2.625 -2.837
H: 0.663 2.600 -2.407
H: -0.419 3.212 -1.269
H: -1.345 -1.225 0.041
H: -0.209 -1.961 -0.927
H: 0.396 -2.885 0.903
H: 1.712 -1.553 0.813
H: -0.812 -1.798 2.831
H: 1.074 -2.315 2.969
H: 0.621 -0.643 2.679

---

4.
# C7H14

2 unconnected molecules or ions with the total composition C7H14 (ωB97M-V/def2-TZVPD, the OMol25 dataset).

Calculated values
Total charge: 0
2S+1: 1
F_max (eV/A): 0.23

Element x y z (Å)
C: -0.213 -0.888 1.873
C: 0.750 -1.378 0.973
C: 0.279 -1.996 -0.200
C: 1.536 1.187 -0.800
C: 0.315 1.654 -0.554
C: -0.927 1.164 -1.256
C: -1.635 0.111 -0.394
H: -1.032 -1.553 2.158
H: 0.114 -0.235 2.682
H: -0.866 -0.253 0.940
H: 1.726 -0.896 0.949
H: -0.490 -2.767 -0.099
H: -0.550 -1.012 -0.468
H: 0.991 -2.203 -0.999
H: 2.402 1.491 -0.217
H: 1.705 0.446 -1.581
H: 0.170 2.371 0.255
H: -1.595 2.009 -1.478
H: -0.638 0.725 -2.219
H: -2.289 -0.532 -0.996
H: -2.302 0.601 0.327

---

5.
# C7H14

A molecular structure, C7H14 (ωB97M-V/def2-TZVPD, the OMol25 dataset).

Calculated values
Total charge: 0
2S+1: 1
F_max (eV/A): 0.42

Element x y z (Å)
C: -0.297 1.725 -1.494
C: 0.424 0.452 -1.079
C: 1.542 0.585 -0.108
C: 0.894 -0.001 1.591
C: -0.077 -0.369 0.082
C: -1.430 0.070 0.627
C: -0.016 -1.867 -0.158
H: -1.288 1.524 -1.921
H: 0.297 2.245 -2.253
H: -0.407 2.409 -0.647
H: 0.630 -0.192 -1.940
H: 2.221 -0.268 -0.273
H: 1.940 -0.193 1.829
H: 0.352 -0.818 2.103
H: 0.592 0.939 2.048
H: -1.699 -0.512 1.516
H: -2.192 -0.106 -0.142
H: -1.454 1.130 0.889
H: 0.921 -2.159 -0.643
H: -0.108 -2.426 0.781
H: -0.845 -2.170 -0.809

---

6.
# C7H14

A single C7H14 molecule (ωB97M-V/def2-TZVPD, the OMol25 dataset).

Calculated values
Total charge: 0
2S+1: 1
F_max (eV/A): 0.32

Element x y z (Å)
C: -1.705 -1.358 -0.437
C: -0.729 -0.289 -0.917
C: -1.419 0.988 -1.178
C: 0.046 1.531 0.837
C: 0.394 0.183 0.135
C: 0.574 -0.867 1.237
C: 1.718 0.322 -0.637
H: -1.253 -2.343 -0.294
H: -2.512 -1.494 -1.158
H: -2.181 -1.038 0.489
H: -0.170 -0.677 -1.781
H: -0.739 1.581 -1.817
H: -0.103 2.368 0.145
H: 0.894 1.811 1.476
H: -0.862 1.462 1.448
H: 1.391 -0.548 1.899
H: 0.825 -1.854 0.835
H: -0.329 -0.993 1.842
H: 1.578 0.931 -1.536
H: 2.503 0.799 -0.036
H: 2.086 -0.664 -0.952

---

7.
# C7H14

A single C7H14 molecule in a non-equilibrium geometry (ωB97M-V/def2-TZVPD, the OMol25 dataset).

Calculated values
Total charge: 0
SMILES: C=C(CC)CCC
2S+1: 1
F_max (eV/A): 2.07

Element x y z (Å)
C: -1.600 -1.324 -0.174
C: -0.540 -0.601 0.174
C: -0.266 -0.299 1.629
C: -0.141 -1.575 2.478
C: 0.461 -0.102 -0.829
C: 0.085 1.322 -1.308
C: 1.260 1.964 -2.055
H: -1.779 -1.589 -1.211
H: -2.369 -1.684 0.502
H: -1.095 0.264 2.048
H: 0.676 0.222 1.807
H: -0.008 -1.280 3.520
H: -1.010 -2.202 2.318
H: 0.777 -2.097 2.201
H: 0.519 -0.708 -1.738
H: 1.450 -0.118 -0.372
H: -0.123 1.888 -0.395
H: -0.797 1.276 -1.941
H: 1.294 1.533 -3.053
H: 2.117 2.067 -1.389
H: 1.091 3.044 -2.212

---

8.
# C7H14

A molecular structure, C7H14 (ωB97M-V/def2-TZVPD, the OMol25 dataset).

Calculated values
Total charge: 0
2S+1: 1
F_max (eV/A): 0.19

Element x y z (Å)
C: -0.784 -2.158 -0.849
C: -1.031 -0.668 -0.828
C: -1.077 0.023 0.543
C: -0.286 1.288 0.227
C: 0.450 1.919 1.402
C: 0.614 0.732 -0.900
C: 1.758 -0.106 -0.393
H: 0.168 -2.407 -0.365
H: -1.578 -2.669 -0.288
H: -0.773 -2.562 -1.866
H: -1.892 -0.382 -1.445
H: -2.093 0.171 0.932
H: -0.532 -0.586 1.277
H: -0.955 2.046 -0.207
H: 1.092 1.191 1.912
H: 1.081 2.754 1.075
H: -0.264 2.307 2.138
H: -0.219 -0.055 -1.546
H: 2.146 -0.774 -1.169
H: 1.616 -0.687 0.536
H: 2.557 0.621 -0.187

---

9.
# C7H14

2 unconnected molecules or ions with the total composition C7H14 in a non-equilibrium geometry (ωB97M-V/def2-TZVPD, the OMol25 dataset).

Calculated values
Total charge: 0
SMILES: CCCCC.C#C
2S+1: 1
F_max (eV/A): 2.84

Element x y z (Å)
C: 1.440 -2.192 0.440
C: 0.495 -1.135 0.998
C: 0.799 0.233 0.388
C: -0.074 1.394 0.916
C: 0.191 2.707 0.199
H: 1.192 -2.340 -0.598
H: 2.463 -1.860 0.562
H: 1.277 -3.157 0.923
H: 0.594 -1.099 2.072
H: -0.535 -1.450 0.769
H: 1.858 0.520 0.478
H: 0.561 0.095 -0.711
H: 0.114 1.555 2.007
H: -1.159 1.139 0.833
H: -0.087 2.599 -0.899
H: -0.363 3.552 0.616
H: 1.251 2.990 0.231
C: -2.348 -1.469 -2.252
C: -2.644 -0.296 -2.401
H: -2.003 -2.466 -2.080
H: -3.022 0.683 -2.491

---

10.
# C7H14

2 unconnected molecules or ions with the total composition C7H14 in a non-equilibrium geometry (ωB97M-V/def2-TZVPD, the OMol25 dataset).

Calculated values
Total charge: 0
SMILES: C1CCCC1.C=C
2S+1: 1
F_max (eV/A): 9.18

Element x y z (Å)
C: -0.309 -1.491 -1.411
C: -0.671 -0.965 0.070
C: 0.774 -0.940 0.613
C: 1.896 -0.812 -0.480
C: 1.208 -2.024 -1.450
H: -0.905 -2.298 -1.875
H: -0.442 -0.833 -2.322
H: -1.376 -1.549 0.689
H: -0.964 -0.076 0.114
H: 1.040 -1.860 1.202
H: 0.810 -0.130 1.295
H: 2.904 -1.025 -0.118
H: 2.005 0.112 -1.133
H: 1.466 -3.128 -1.125
H: 1.648 -1.942 -2.478
C: -1.569 3.512 0.766
C: -1.401 2.752 1.899
H: -1.054 3.166 0.011
H: -2.237 4.418 0.841
H: -0.820 1.872 1.948
H: -1.645 3.072 2.918

---

11.
# C7H14

A single C7H14 molecule (ωB97M-V/def2-TZVPD, the OMol25 dataset).

Calculated values
Total charge: 0
SMILES: C[C@@H]1[C@H](C)C[C@@H]1C
2S+1: 1
F_max (eV/A): 0.40

Element x y z (Å)
C: 0.045 1.718 0.442
C: -0.035 0.673 -0.685
C: -1.095 -0.471 -0.557
C: -2.372 -0.337 0.256
C: 0.005 -1.388 -0.006
C: 1.075 -0.445 -0.603
C: 2.347 -0.196 0.214
H: 0.287 2.714 0.051
H: 0.836 1.457 1.142
H: -0.868 1.799 1.038
H: -0.106 1.172 -1.657
H: -1.362 -0.805 -1.570
H: -2.164 -0.041 1.291
H: -3.070 0.389 -0.176
H: -2.887 -1.306 0.297
H: -0.026 -2.443 -0.304
H: 0.030 -1.346 1.090
H: 1.332 -0.786 -1.613
H: 2.209 0.652 0.881
H: 2.597 -1.038 0.868
H: 3.223 0.029 -0.400

---

| no. | electronic energy (eV) |
| --- | --- |
| 1 | -21491.972 |
| 2 | -7479.696 |
| 3 | -7483.041 |
| 4 | -7481.343 |
| 5 | -7481.348 |
| 6 | -7482.160 |
| 7 | -7485.235 |
| 8 | -7482.119 |
| 9 | -7483.764 |
| 10 | -7482.506 |
| 11 | -7485.300 |